No. 1
This record from the Open Molecules 2025 dataset describes one molecule with the formula C4H8O3. The level of theory is ωB97M-V with the def2-TZVPD basis set.

The SMILES is O=C(CO)CCO. As for the LUMO energy: 0.58 eV. The calculation puts the total energy at -382.911226 Ha. The maximum force comes out at 0.60 eV/Å. The calculation puts the HOMO-LUMO gap at 10.7111 eV.

ORCA input file:
```
! RIJCOSX wB97M-V def2-TZVPD def2/J DEFGRID3
* xyz 0 1
O 1.3607 -1.8405 -0.3925
C 0.7370 -0.8330 -0.1152
C 1.4890 0.3344 0.5312
O 2.7805 -0.0884 0.8655
C -0.7884 -0.8266 -0.2752
C -1.5823 0.4596 -0.5375
O -1.3788 1.4175 0.4856
H 1.5084 1.1983 -0.1596
H 0.9351 0.6825 1.4154
H 2.8721 -0.9968 0.5253
H -1.0095 -1.5256 -1.0909
H -1.1644 -1.2741 0.6537
H -1.3039 0.8611 -1.5207
H -2.6514 0.1888 -0.6002
H -1.8039 2.2430 0.2151
*
```

=====

No. 2
This record from the Open Molecules 2025 dataset describes one molecule with the formula C4H8O3 at a distorted geometry. The level of theory is ωB97M-V with the def2-TZVPD basis set.

The SMILES is C[C@@H](O)COC=O. As for the LUMO energy: 0.85 eV. The calculation puts the total energy at -382.890846 Ha. The maximum force comes out at 1.69 eV/Å. The calculation puts the HOMO-LUMO gap at 10.9363 eV.

ORCA input file:
```
! RIJCOSX wB97M-V def2-TZVPD def2/J DEFGRID3
* xyz 0 1
C -1.0065 -0.3724 -1.8788
C -0.3115 -0.6362 -0.3794
O 0.8387 -1.4553 -0.2008
C -0.0775 0.7928 0.0640
O 0.0886 1.1500 1.5329
C 1.0222 0.5959 2.3118
O 1.7917 -0.3019 2.0372
H -0.2727 0.0345 -2.5772
H -1.9133 0.3073 -1.9661
H -1.3458 -1.3365 -2.2513
H -1.1102 -1.1508 0.1367
H 1.3127 -1.1684 0.6316
H -0.9005 1.3552 -0.4193
H 0.8488 1.1550 -0.3677
H 1.0395 1.0322 3.3256
*
```

=====

No. 3
This record from the Open Molecules 2025 dataset describes one molecule with the formula C4H8O3 at a distorted geometry. The level of theory is ωB97M-V with the def2-TZVPD basis set.

The SMILES is C=C(CO)OCO. As for the LUMO energy: 0.42 eV. The calculation puts the total energy at -382.830868 Ha. The maximum force comes out at 2.21 eV/Å. The calculation puts the HOMO-LUMO gap at 9.5135 eV.

ORCA input file:
```
! RIJCOSX wB97M-V def2-TZVPD def2/J DEFGRID3
* xyz 0 1
C -0.8460 -1.1098 1.0443
C 0.2078 -0.7146 0.3224
C 1.5661 -0.4716 0.8792
O 2.1556 0.7209 0.4464
O 0.2034 -0.3738 -0.9837
C -1.1699 0.6568 -1.1473
O -1.4535 1.6180 -2.0506
H -1.8199 -1.3416 0.6386
H -0.7533 -1.2920 2.1027
H 1.4774 -0.4430 1.9475
H 2.2203 -1.2892 0.5948
H 1.9794 0.6918 -0.5038
H -0.9876 1.1294 -0.2081
H -1.7460 -0.2379 -1.2864
H -1.0339 2.4565 -1.7962
*
```

=====

No. 4
This record from the Open Molecules 2025 dataset describes a 2-piece molecular cluster, C4H8O3 overall. The level of theory is ωB97M-V with the def2-TZVPD basis set.

As for the LUMO energy: 0.83 eV. The calculation puts the total energy at -382.827296 Ha. The maximum force comes out at 0.44 eV/Å. The calculation puts the HOMO-LUMO gap at 9.5524 eV.

ORCA input file:
```
! RIJCOSX wB97M-V def2-TZVPD def2/J DEFGRID3
* xyz 0 1
C 1.2556 0.5927 2.4015
O 0.0272 0.8243 1.7142
C 0.0473 0.5604 0.3968
O 1.0318 0.1594 -0.1824
C -1.2888 0.8045 -0.2457
C -0.2956 -1.8232 -1.9695
O -0.2590 -1.7132 -3.2772
H 2.0463 1.2368 2.0074
H 1.0559 0.8305 3.4469
H 1.5655 -0.4500 2.2952
H -1.9882 1.2789 0.4426
H -1.1423 1.4268 -1.1323
H 0.7664 -2.0428 -1.7210
H -1.6646 -0.1658 -0.5880
H -1.1576 -1.5193 -3.5884
*
```

=====

No. 5
This record from the Open Molecules 2025 dataset describes a 2-piece molecular cluster, C4H8O3 overall. The level of theory is ωB97M-V with the def2-TZVPD basis set.

The SMILES is C[C@@H](O)C=O.C=O. As for the LUMO energy: 0.59 eV. The calculation puts the total energy at -382.887999 Ha. The maximum force comes out at 0.55 eV/Å. The calculation puts the HOMO-LUMO gap at 10.7923 eV.

ORCA input file:
```
! RIJCOSX wB97M-V def2-TZVPD def2/J DEFGRID3
* xyz 0 1
C -1.8685 0.8172 -0.9887
C -0.8824 0.1325 -0.0459
O -1.4603 -0.9839 0.5747
C 0.3640 -0.2848 -0.7973
O 0.7617 -1.4323 -0.7727
H -1.4263 1.7155 -1.4349
H -2.7583 1.1131 -0.4272
H -2.1770 0.1346 -1.7871
H -0.5516 0.8592 0.7124
H -0.8862 -1.7354 0.3466
H 0.8774 0.4919 -1.3909
C 2.5082 -0.2186 1.5070
O 1.9619 0.7738 1.0888
H 2.3571 -1.2050 1.0317
H 3.1804 -0.1777 2.3834
*
```

=====

No. 6
This record from the Open Molecules 2025 dataset describes one molecule with the formula C4H8O3. The level of theory is ωB97M-V with the def2-TZVPD basis set.

As for the LUMO energy: 0.60 eV. The calculation puts the total energy at -382.748789 Ha. The maximum force comes out at 0.50 eV/Å. The calculation puts the HOMO-LUMO gap at 8.8156 eV.

ORCA input file:
```
! RIJCOSX wB97M-V def2-TZVPD def2/J DEFGRID3
* xyz 0 1
O 1.7543 1.3632 0.9534
C 0.0720 1.4380 0.5234
C -0.1699 0.0340 0.0535
C -1.3895 -0.0760 -0.8477
O -1.4875 -1.3471 -1.4419
C 0.3644 -1.1784 0.6733
O 0.9915 -0.6260 -0.5108
H 2.0322 0.6210 0.3584
H -0.3545 1.5761 1.5243
H 1.5989 2.1234 0.3391
H -2.3000 0.0831 -0.2611
H -1.3264 0.7258 -1.5971
H -0.6263 -1.5092 -1.8548
H -0.1252 -2.1349 0.5099
H 0.9661 -1.0931 1.5780
*
```